Computed, not measured: 10 unconnected molecules or ions with the total composition C23H62F3N4O30P5 at a distorted geometry, with ωB97M-V with the def2-TZVPD basis set.

Element x y z (Å)
C -3.3362 4.8304 -0.7756
N -2.7547 4.3139 -2.0497
O -3.4993 4.2460 -3.0092
O -1.5624 4.0852 -2.1054
H -4.2063 5.4464 -0.9417
H -2.4662 5.3746 -0.4087
H -3.5071 4.0019 -0.0924
C -4.6656 0.9405 2.9227
N -3.9246 1.9485 2.1336
O -3.5458 2.9461 2.7203
O -3.7347 1.7397 0.9554
H -5.7212 1.0835 2.6847
H -4.5200 1.0953 3.9814
H -4.4385 -0.0427 2.5164
C 5.1297 -1.2671 0.6027
N 6.5379 -1.1678 1.0846
O 6.9809 -2.0808 1.7547
O 7.1985 -0.2322 0.6839
H 4.8301 -2.3027 0.6781
H 5.1639 -0.9916 -0.4468
H 4.5573 -0.5066 1.1187
C 2.2694 -3.7043 0.6081
N 2.2693 -3.4700 -0.8585
O 2.4550 -2.3142 -1.2030
O 1.9718 -4.3788 -1.5957
H 1.2291 -3.8431 0.8922
H 2.7202 -2.8683 1.1260
H 2.8269 -4.6071 0.8490
C 4.3247 1.9693 2.4987
O 4.2877 3.0289 1.5553
P 4.5629 2.9239 0.0129
O 4.4469 1.5807 -0.5578
O 3.6995 4.1220 -0.5066
C 3.5475 4.3510 -1.9055
O 6.0072 3.5520 -0.1919
C 7.1181 2.9899 0.4918
H 4.6131 2.4107 3.4488
H 5.0013 1.1702 2.1931
H 3.3545 1.4845 2.6372
H 3.9726 5.3304 -2.1260
H 2.5247 4.4209 -2.2804
H 4.0124 3.5698 -2.5085
H 7.9265 3.6592 0.7928
H 7.6052 2.2433 -0.1360
H 6.7758 2.5394 1.4258
C 4.1832 0.0527 -3.6256
O 4.9074 1.0286 -4.3934
P 4.2804 1.7575 -5.6166
O 3.7503 0.9899 -6.7392
O 5.4623 2.7268 -6.0435
C 5.6383 3.0730 -7.4216
O 3.2702 2.7586 -4.8994
C 2.1781 3.3524 -5.5731
H 3.1362 0.3575 -3.5765
H 4.5077 0.0856 -2.5863
H 4.3819 -0.9325 -4.0359
H 5.2159 2.3267 -8.0879
H 6.7011 3.2068 -7.6034
H 5.1441 4.0366 -7.5607
H 2.1447 3.1640 -6.6462
H 2.2121 4.4364 -5.4458
H 1.2476 3.0131 -5.1195
C -2.3611 2.8167 8.0719
O -3.0353 1.5592 8.2917
P -3.6768 0.8479 7.0258
O -4.2883 -0.4262 7.3967
O -4.6781 1.8895 6.3779
C -5.8079 2.3424 7.0958
O -2.5571 0.7984 5.9022
C -2.0080 -0.4908 5.5957
H -2.6130 3.4812 8.8923
H -2.5719 3.2543 7.0975
H -1.2885 2.6176 8.1002
H -6.0889 3.3601 6.8356
H -5.8228 2.2745 8.1872
H -6.6503 1.6983 6.8170
H -2.0198 -1.1841 6.4326
H -0.9577 -0.3447 5.3347
H -2.4770 -0.9092 4.7044
C -2.2756 -3.6762 3.0169
O -3.3489 -2.8372 2.6205
P -4.7431 -3.4903 2.2069
O -5.7416 -2.5329 1.7518
O -4.3923 -4.6486 1.1972
C -3.3941 -4.4493 0.1871
O -5.1764 -4.3155 3.4797
C -5.7942 -3.6990 4.6013
H -1.4702 -3.7183 2.2883
H -2.6314 -4.6812 3.2595
H -1.8470 -3.3480 3.9673
H -3.2681 -3.4249 -0.1479
H -3.7669 -5.0023 -0.6813
H -2.4991 -5.0410 0.3905
H -5.3015 -4.0871 5.4907
H -6.8564 -3.9300 4.6741
H -5.7090 -2.6115 4.5780
C -4.1645 -3.5906 -6.3280
O -3.2255 -2.8576 -5.5501
P -2.7198 -3.4545 -4.1755
O -3.5644 -3.3215 -2.9972
O -2.4153 -4.9801 -4.5119
C -1.2106 -5.3844 -5.1770
O -1.2840 -2.7839 -4.0901
C -0.8896 -1.9885 -2.9771
H -4.8648 -2.9044 -6.8042
H -4.7612 -4.2560 -5.7037
H -3.7002 -4.1490 -7.1408
H -1.1659 -4.9761 -6.1933
H -1.2233 -6.4651 -5.2600
H -0.3516 -4.9726 -4.6527
H -1.7083 -1.5754 -2.3910
H -0.3403 -1.1464 -3.4110
H -0.1587 -2.4782 -2.3290
C 0.6554 1.5534 -2.5117
C 1.1748 0.5840 -1.4724
O 0.4482 0.7051 -0.2344
C 0.8993 0.1269 0.8441
O 2.0133 -0.2964 1.0120
C -0.1302 -0.0058 1.9782
F -1.2971 0.5134 1.6008
F -0.3160 -1.3207 2.2332
F 0.2706 0.5553 3.1176
H 0.6709 1.0607 -3.4879
H 1.1893 2.4929 -2.5770
H -0.4114 1.7656 -2.3954
H 2.2199 0.8273 -1.2821
H 1.0789 -0.4234 -1.8671

Values from the calculation:
F_max in eV/A: 2.16
HOMO level in eV: -10.58
E_LUMO in eV: -0.29
SMILES: CCOC(=O)C(F)(F)F.COP(=O)(OC)OC.COP(=O)(OC)OC.COP(=O)(OC)OC.COP(=O)(OC)OC.COP(=O)(OC)OC.C[N+](=O)[O-].C[N+](=O)[O-].C[N+](=O)[O-].C[N+](=O)[O-]
E in eV: -146838.7469
Spin multiplicity: 1

Results of the Löwdin charge analysis, in e, for atoms 1 through 6: 0.06, -0.44, 0.06, 0.04, 0.10, 0.10